# 1
C29H69N8O23Rb | ωB97M-V/def2-TZVPD

Summary:
E_LUMO in eV: -8.39
E_HOMO in eV: -14.87
Molar mass in g mol⁻¹: 983.37

```
! wB97M-V def2-TZVPD RIJCOSX def2/J DEFGRID3
* xyz 4 1
Rb 15.239 11.646 7.966
C 18.058 10.943 13.939
C 17.499 11.633 12.681
O 17.817 11.453 11.503
N 16.504 12.726 12.858
H 16.888 13.446 13.452
H 16.552 13.135 11.936
C 15.073 12.174 13.279
H 17.927 11.686 14.725
H 19.118 10.922 13.687
H 17.722 9.928 14.155
H 14.978 11.826 14.308
H 14.677 11.423 12.595
H 14.444 13.060 13.370
C 13.864 19.375 9.847
C 13.796 18.327 8.794
O 12.855 17.567 8.692
N 14.855 18.482 7.723
H 14.997 19.428 7.399
H 15.733 18.362 8.208
C 14.765 17.429 6.559
H 13.635 20.306 9.328
H 14.893 19.403 10.207
H 13.266 19.122 10.722
H 14.848 16.395 6.895
H 15.609 17.567 5.884
H 13.782 17.601 6.119
C 15.474 7.737 3.577
C 14.250 6.963 3.149
O 13.771 6.042 3.775
N 13.749 7.294 1.749
H 12.762 7.507 1.768
H 14.149 8.175 1.460
C 14.107 6.148 0.799
H 16.080 7.967 2.701
H 16.117 7.058 4.137
H 15.295 8.624 4.184
H 13.653 5.258 1.234
H 15.187 6.261 0.705
H 13.626 6.357 -0.157
C 19.611 11.695 8.143
C 19.982 13.053 7.420
O 21.181 13.431 7.436
N 19.021 13.681 6.473
H 18.451 12.943 6.085
H 18.278 14.027 7.063
C 19.416 14.544 5.247
H 20.172 10.813 7.835
H 18.548 11.488 8.265
H 19.952 11.775 9.175
H 19.954 15.465 5.473
H 18.535 14.687 4.621
H 20.118 13.857 4.775
C 18.775 8.929 10.237
C 18.439 7.911 11.385
O 18.487 8.160 12.598
N 17.780 6.672 10.867
H 16.786 6.851 10.894
H 17.902 6.666 9.865
C 18.181 5.266 11.371
H 17.982 9.427 9.680
H 19.379 8.366 9.525
H 19.413 9.695 10.678
H 17.728 4.573 10.662
H 18.251 5.045 12.436
H 19.232 5.165 11.102
C 10.614 14.326 4.706
C 10.581 12.884 4.427
O 9.590 12.292 3.972
N 11.844 12.064 4.799
H 12.611 12.716 4.718
H 11.826 11.747 5.758
C 12.148 11.020 3.677
H 9.646 14.825 4.668
H 11.265 14.660 3.898
H 11.136 14.599 5.623
H 13.100 11.354 3.264
H 11.355 10.903 2.938
H 12.408 10.076 4.157
C 9.762 15.249 9.010
C 11.087 14.680 9.215
O 11.959 14.443 8.402
N 11.415 14.263 10.687
H 11.647 15.144 11.124
H 10.600 13.732 10.959
C 12.677 13.426 10.972
H 9.032 14.444 9.089
H 9.685 15.759 8.050
H 9.545 15.968 9.800
H 13.245 12.981 10.154
H 12.095 12.600 11.380
H 13.355 14.016 11.588
C 13.907 6.599 7.322
C 13.152 7.882 7.284
O 13.527 8.825 6.663
N 11.787 7.988 8.000
H 11.702 7.183 8.605
H 11.708 8.788 8.611
C 10.625 7.948 7.059
H 13.544 5.781 6.700
H 13.916 6.320 8.376
H 14.987 6.725 7.247
H 10.635 6.984 6.551
H 10.843 8.810 6.428
H 9.794 8.208 7.715
O 15.216 13.800 5.853
C 15.013 14.341 4.610
O 13.972 14.194 4.033
O 15.938 14.889 4.043
H 15.963 14.331 6.139
O 16.122 16.170 9.545
C 16.432 14.894 9.323
O 16.747 14.447 8.181
O 16.186 14.203 10.349
H 15.811 15.690 10.317
O 16.655 9.516 6.571
C 17.493 9.865 5.574
O 17.685 11.084 5.234
O 18.199 9.051 4.915
H 16.797 8.580 6.727
O 13.164 8.584 10.577
C 14.474 8.667 10.644
O 15.097 7.959 11.494
O 15.048 9.658 10.136
H 13.066 9.424 10.123
O 10.063 11.966 8.279
C 11.244 11.356 8.366
O 12.102 11.476 7.467
O 11.492 10.703 9.336
H 9.741 12.238 7.416
*
```


# 2
C3H7OPS3 | ωB97M-V/def2-TZVPD

Summary:
E_LUMO (spin up / spin down) in eV: -1.24 / -1.34
E_HOMO (spin up / spin down) in eV: -7.48 / -7.34
Molar mass in g mol⁻¹: 186.26

```
! wB97M-V def2-TZVPD RIJCOSX def2/J DEFGRID3
* xyz 0 1
C -2.383 0.729 -0.192
C -1.736 -0.141 -1.282
C 2.653 -0.189 1.861
O -1.326 1.141 0.617
P -0.189 0.212 1.355
S -2.663 -2.862 -0.301
S -1.116 -1.605 -0.458
S 1.726 0.568 0.380
H -2.824 1.651 -0.472
H -3.068 0.171 0.446
H -2.371 -0.454 -2.124
H -0.817 0.297 -1.653
H 3.502 -0.875 1.704
H 1.732 -0.634 2.426
H 3.002 0.673 2.316
*
```


# 3
ClIS | ωB97M-V/def2-TZVPD

Summary:
E_LUMO (spin up / spin down) in eV: -4.12 / -4.12
E_HOMO (spin up / spin down) in eV: -9.57 / -9.56
Molar mass in g mol⁻¹: 194.42

```
! wB97M-V def2-TZVPD RIJCOSX def2/J DEFGRID3
* xyz 0 1
S 0.784 -0.854 0.000
Cl 1.798 0.851 0.000
I -2.582 0.003 -0.001
*
```


# 4
C3H8N3 | ωB97M-V/def2-TZVPD

Summary:
E_LUMO in eV: -4.27
E_HOMO in eV: -13.64
Molar mass in g mol⁻¹: 86.12
Structure (SMILES): C=NN(C)C=[NH2+]

```
! wB97M-V def2-TZVPD RIJCOSX def2/J DEFGRID3
* xyz 1 1
C 1.808 0.890 1.392
N 1.392 0.397 0.327
N 0.192 0.071 -0.169
C -0.042 0.526 -1.568
C -0.582 -0.768 0.512
N -1.760 -1.316 0.148
H 2.879 1.042 1.401
H 1.280 1.393 2.116
H 0.719 1.369 -1.734
H 0.049 -0.265 -2.367
H -1.071 0.840 -1.742
H -0.476 -0.854 1.581
H -2.416 -1.602 0.863
H -1.973 -1.722 -0.758
*
```


# 5
CHNO4 | ωB97M-V/def2-TZVPD

Summary:
E_LUMO in eV: -0.49
E_HOMO in eV: -11.07
Molar mass in g mol⁻¹: 91.02

```
! wB97M-V def2-TZVPD RIJCOSX def2/J DEFGRID3
* xyz 0 1
C -0.070 -0.012 0.457
N 0.006 -1.334 -0.119
O -1.187 -1.287 -0.312
O 0.094 2.118 -0.096
O 0.805 -2.184 -0.117
O 0.189 0.757 -0.510
H 0.163 1.941 0.697
*
```


# 6
C42H52F5GeInN4O3SSe2 | ωB97M-V/def2-TZVPD

Summary:
E_LUMO in eV: -0.13
E_HOMO in eV: -6.81
Molar mass in g mol⁻¹: 1133.31

```
! wB97M-V def2-TZVPD RIJCOSX def2/J DEFGRID3
* xyz 0 1
In -0.203 -0.207 -0.171
N 2.152 2.092 3.806
C 1.477 1.390 2.769
S -0.216 2.213 2.874
N 2.223 1.616 1.597
N 1.657 1.336 0.463
C 2.363 1.585 -0.628
C 3.739 2.142 -0.568
C 4.768 1.472 0.094
C 6.048 2.001 0.130
C 6.323 3.217 -0.482
C 5.305 3.902 -1.128
C 4.025 3.366 -1.167
C 1.706 1.436 -1.916
C 2.396 1.582 -3.130
C 1.697 1.561 -4.316
C 0.314 1.408 -4.303
C -0.292 1.202 -3.084
N 0.379 1.184 -1.928
H 1.800 1.911 4.734
H 3.155 1.995 3.732
H 4.556 0.537 0.592
H 6.834 1.463 0.645
H 7.323 3.630 -0.449
H 5.503 4.857 -1.598
H 3.233 3.912 -1.666
H 3.467 1.716 -3.120
H 2.228 1.672 -5.254
H -0.274 1.421 -5.209
H -1.358 1.041 -3.007
O -1.541 -0.731 6.655
C -1.657 -1.789 5.713
C -1.137 -1.307 4.352
C -1.152 -2.500 3.385
O -2.407 -3.154 3.292
C -2.080 -0.201 3.889
Se -1.698 0.766 2.232
C 0.299 -0.821 4.568
Se 1.417 -0.573 2.990
H -1.857 -1.038 7.509
H -2.703 -2.097 5.617
H -1.061 -2.656 6.029
H -0.362 -3.207 3.669
H -0.919 -2.146 2.380
H -2.529 -3.716 4.063
H -2.158 0.581 4.641
H -3.074 -0.613 3.705
H 0.832 -1.544 5.186
H 0.292 0.119 5.120
C -6.956 5.905 -2.004
C -5.747 5.132 -1.560
C -4.760 5.727 -0.787
C -3.644 5.019 -0.362
C -2.619 5.739 0.483
C -3.511 3.670 -0.738
C -2.323 2.946 -0.281
O -2.027 1.806 -0.590
C -4.505 3.045 -1.520
C -4.439 1.598 -1.927
C -5.604 3.793 -1.910
H -6.883 6.954 -1.723
H -7.862 5.495 -1.553
H -7.078 5.847 -3.086
H -4.863 6.768 -0.503
H -2.963 6.750 0.694
H -1.655 5.814 -0.021
H -2.451 5.242 1.439
H -1.657 3.491 0.404
H -4.382 0.943 -1.057
H -3.552 1.382 -2.521
H -5.323 1.337 -2.507
H -6.373 3.317 -2.509
C 4.479 -5.200 1.726
C 3.571 -4.014 1.425
C 4.105 -3.147 0.292
C 3.232 -1.925 -0.007
Ge 1.402 -2.217 -0.682
C 1.471 -2.495 -2.639
C 2.642 -3.314 -3.204
C 2.355 -4.808 -3.344
C 2.116 -5.535 -2.025
H 4.076 -5.825 2.524
H 5.473 -4.866 2.032
H 4.602 -5.830 0.841
H 3.457 -3.394 2.321
H 2.569 -4.371 1.174
H 4.237 -3.765 -0.601
H 5.110 -2.802 0.565
H 3.715 -1.279 -0.746
H 3.145 -1.333 0.905
H 0.720 -3.424 0.009
H 1.493 -1.489 -3.067
H 0.521 -2.930 -2.955
H 3.543 -3.171 -2.599
H 2.892 -2.925 -4.196
H 3.194 -5.277 -3.866
H 1.481 -4.937 -3.990
H 2.972 -5.428 -1.355
H 1.954 -6.602 -2.187
H 1.240 -5.145 -1.504
F -1.278 -1.494 -2.825
C -2.320 -1.658 -1.972
C -2.240 -1.157 -0.687
C -3.348 -1.446 0.084
F -3.433 -1.043 1.375
C -4.459 -2.137 -0.370
F -5.503 -2.368 0.433
C -4.489 -2.591 -1.675
F -5.549 -3.257 -2.136
C -3.400 -2.352 -2.490
F -3.403 -2.794 -3.752
*
```


# 7
C49H107O22P3 | ωB97M-V/def2-TZVPD

Summary:
E_LUMO in eV: -0.04
E_HOMO in eV: -9.44
Molar mass in g mol⁻¹: 1141.29

```
! wB97M-V def2-TZVPD RIJCOSX def2/J DEFGRID3
* xyz 0 1
C -8.569 -13.277 -8.698
O -7.263 -12.859 -8.359
P -6.935 -11.373 -7.858
O -5.475 -11.184 -7.637
O -7.574 -10.436 -9.060
C -7.665 -9.083 -8.701
O -7.847 -11.183 -6.561
C -7.352 -11.509 -5.297
H -8.646 -14.257 -9.169
H -8.987 -12.636 -9.474
H -9.163 -13.284 -7.785
H -8.515 -8.519 -9.086
H -6.795 -8.554 -9.089
H -7.502 -8.837 -7.652
H -8.248 -11.662 -4.696
H -6.614 -10.816 -4.894
H -6.665 -12.350 -5.195
C -1.085 -13.498 -10.637
O 0.237 -12.930 -10.764
P 1.226 -13.145 -12.120
O 0.621 -12.940 -13.478
O 1.774 -14.698 -11.970
C 2.165 -15.057 -10.711
O 2.592 -12.246 -11.786
C 3.042 -11.136 -12.573
H -1.098 -14.528 -10.282
H -1.625 -13.394 -11.578
H -1.549 -12.820 -9.921
H 2.327 -14.285 -9.960
H 3.118 -15.580 -10.781
H 1.388 -15.740 -10.367
H 3.433 -10.304 -11.988
H 2.377 -10.793 -13.366
H 3.959 -11.323 -13.131
C 0.373 -4.347 -8.463
O -0.675 -4.594 -7.517
P -1.765 -5.720 -7.723
O -2.788 -5.510 -8.819
O -2.374 -5.950 -6.210
C -3.123 -7.096 -5.860
O -0.863 -7.047 -8.177
C -1.429 -8.294 -8.628
H 0.003 -4.314 -9.487
H 1.121 -5.127 -8.606
H 0.905 -3.448 -8.152
H -3.206 -7.842 -6.651
H -4.112 -6.704 -5.623
H -2.776 -7.593 -4.954
H -1.345 -9.030 -7.829
H -0.771 -8.769 -9.356
H -2.404 -8.273 -9.115
C -0.306 -15.007 -18.275
C -1.530 -15.634 -18.871
C -2.032 -16.560 -17.834
O -0.813 -17.081 -17.255
C 0.302 -16.193 -17.433
H -0.536 -14.135 -17.663
H 0.402 -14.598 -18.996
H -1.409 -16.217 -19.784
H -2.313 -14.944 -19.183
H -2.659 -17.320 -18.300
H -2.579 -16.118 -17.001
H 1.009 -16.630 -18.139
H 0.739 -15.757 -16.534
C -1.947 -14.045 -4.633
C -0.742 -13.575 -5.350
C -0.064 -12.755 -4.163
O -0.599 -13.349 -3.010
C -1.430 -14.466 -3.295
H -2.595 -14.715 -5.198
H -2.595 -13.218 -4.344
H -1.022 -13.058 -6.268
H -0.084 -14.414 -5.577
H -0.426 -11.732 -4.264
H 1.014 -12.885 -4.256
H -2.173 -14.424 -2.499
H -0.981 -15.433 -3.067
C -3.308 -18.602 -11.706
C -4.463 -18.807 -10.677
C -5.403 -17.604 -10.853
O -5.310 -17.523 -12.322
C -3.975 -17.748 -12.769
H -2.934 -19.524 -12.152
H -2.482 -18.049 -11.258
H -4.085 -18.742 -9.657
H -4.975 -19.752 -10.855
H -5.257 -16.639 -10.369
H -6.432 -17.895 -10.641
H -3.599 -16.733 -12.646
H -3.938 -18.037 -13.820
C -2.087 -8.741 -14.238
C -2.130 -8.385 -15.751
C -1.284 -7.108 -15.839
O -1.545 -6.483 -14.552
C -2.159 -7.361 -13.619
H -1.103 -9.150 -14.009
H -2.856 -9.347 -13.759
H -3.130 -8.203 -16.145
H -1.771 -9.254 -16.301
H -1.704 -6.597 -16.705
H -0.239 -7.335 -16.049
H -3.194 -7.021 -13.614
H -1.603 -7.464 -12.687
C 4.154 -9.640 -8.040
C 3.523 -8.343 -7.535
C 4.690 -7.563 -6.859
O 5.818 -7.929 -7.730
C 5.561 -9.177 -8.392
H 3.450 -9.971 -8.803
H 4.169 -10.366 -7.228
H 2.622 -8.570 -6.966
H 3.185 -7.789 -8.411
H 4.730 -8.046 -5.883
H 4.645 -6.496 -6.641
H 6.307 -9.903 -8.073
H 5.674 -8.996 -9.461
C 5.977 -5.479 -14.427
C 6.075 -3.927 -14.170
C 6.906 -3.606 -15.479
O 7.442 -4.747 -16.043
C 7.256 -5.799 -15.086
H 5.172 -5.395 -15.157
H 5.904 -5.988 -13.466
H 6.786 -3.788 -13.355
H 5.190 -3.323 -13.971
H 7.637 -2.815 -15.311
H 6.217 -3.136 -16.181
H 8.098 -5.825 -14.395
H 7.167 -6.780 -15.552
C -0.545 -20.266 -4.681
C 0.381 -19.594 -5.732
C -0.621 -19.129 -6.794
O -1.545 -18.555 -6.030
C -1.831 -19.501 -4.886
H -0.100 -20.176 -3.690
H -0.642 -21.310 -4.980
H 1.145 -20.300 -6.058
H 0.832 -18.775 -5.171
H -1.189 -19.851 -7.381
H -0.190 -18.450 -7.529
H -2.646 -20.224 -4.906
H -1.896 -18.934 -3.958
C 7.003 -16.213 -7.236
C 8.175 -17.200 -7.005
C 7.614 -18.054 -5.856
O 6.343 -17.418 -5.504
C 5.727 -16.835 -6.674
H 6.858 -15.949 -8.284
H 7.221 -15.364 -6.587
H 8.996 -16.573 -6.657
H 8.477 -17.730 -7.909
H 8.225 -17.899 -4.967
H 7.388 -19.088 -6.119
H 4.957 -16.139 -6.343
H 5.187 -17.489 -7.358
C 7.525 -14.669 -15.180
C 6.217 -15.366 -14.925
C 6.173 -16.508 -15.991
O 7.564 -16.956 -15.971
C 8.402 -15.829 -15.630
H 7.918 -14.219 -14.268
H 7.488 -13.822 -15.865
H 5.448 -14.609 -15.076
H 6.206 -15.776 -13.915
H 6.048 -16.185 -17.024
H 5.416 -17.220 -15.662
H 8.880 -15.441 -16.529
H 9.087 -16.090 -14.823
C -6.613 -12.331 -15.117
C -6.430 -12.951 -16.532
C -6.055 -11.778 -17.459
O -6.537 -10.619 -16.769
C -7.191 -11.026 -15.533
H -5.657 -12.271 -14.598
H -7.246 -12.866 -14.409
H -7.250 -13.606 -16.826
H -5.632 -13.688 -16.444
H -6.540 -11.997 -18.410
H -4.980 -11.758 -17.640
H -8.256 -11.084 -15.754
H -7.236 -10.246 -14.773
*
```


# 8
C4H10N3 | ωB97M-V/def2-TZVPD

Summary:
E_LUMO in eV: -5.17
E_HOMO in eV: -13.44
Molar mass in g mol⁻¹: 100.14
Structure (SMILES): C=NC[C@H](N)C=[NH2+]

```
! wB97M-V def2-TZVPD RIJCOSX def2/J DEFGRID3
* xyz 1 1
C -1.661 0.793 0.845
N -1.708 0.542 -0.425
C -0.705 -0.129 -1.113
C 0.433 -0.718 -0.359
N 0.023 -1.733 0.494
C 1.256 0.289 0.387
N 1.807 1.326 -0.161
H -2.529 1.107 1.329
H -0.785 0.408 1.557
H -0.216 0.593 -1.855
H -1.227 -0.847 -1.696
H 1.184 -1.234 -0.997
H -0.326 -2.491 -0.060
H -0.599 -1.474 1.360
H 1.386 -0.046 1.352
H 2.269 2.025 0.471
H 1.397 1.588 -1.128
*
```